Density functional theory data (wB97M-V/def2-TZVPD) for a molecular structure, C36H90N6Na3O16P at a distorted geometry.

The calculation puts the electronic energy at -103022.4797 eV. The calculation puts the energy relative to the best compared isomer or geometry (same formula, charge and spin) at 1123.9 kJ/mol. Its charge is 0. The calculation puts the LUMO energy at -0.011 Eh.

Cartesian coordinates (Å):
1 P -1.44 -1.64 0.04
2 Na -2.51 -1.17 2.60
3 Na 0.94 -0.27 0.19
4 Na -1.52 -2.87 -2.51
5 O 2.94 -0.30 1.59
6 O 0.73 -2.97 -4.13
7 O -2.52 -2.55 0.54
8 O -1.67 -4.97 2.14
9 O -2.06 -0.88 -1.17
10 O -6.33 -7.16 2.92
11 O -0.41 2.81 3.87
12 O 0.91 5.92 0.34
13 O -8.14 -0.66 -0.96
14 O -0.94 -0.67 1.20
15 O -0.16 -2.32 -0.51
16 O -4.13 2.07 -0.64
17 O 5.31 -4.05 -0.61
18 O 6.08 4.57 -5.78
19 O 5.75 2.19 -2.91
20 O 0.16 1.84 -0.61
21 N -3.82 -5.54 3.78
22 N 2.24 -2.12 -1.64
23 N -6.42 1.03 0.53
24 N 0.38 -0.64 3.45
25 N 5.61 5.07 -3.07
26 N 2.89 3.58 1.50
27 C -1.30 3.54 3.00
28 C -5.91 2.38 1.04
29 C -1.49 -4.98 3.55
30 C 5.18 -5.26 -1.40
31 C 1.86 5.97 1.38
32 C -2.60 -5.64 4.42
33 C 5.86 0.83 -2.61
34 C 1.33 2.70 -0.41
35 C -8.30 -0.52 0.44
36 C -0.13 1.82 -2.02
37 C 3.11 5.07 1.29
38 C 1.68 -1.40 3.48
39 C 4.54 -2.98 -1.21
40 C 0.53 0.69 4.10
41 C -0.41 6.44 0.55
42 C 2.48 -1.79 -3.04
43 C -6.28 -6.10 3.87
44 C 5.35 6.09 -4.13
45 C 6.29 5.88 -5.36
46 C 4.42 4.19 -2.82
47 C 4.22 0.17 1.19
48 C 0.34 -3.98 -5.04
49 C 1.60 2.90 1.10
50 C -7.51 -7.95 2.79
51 C -0.53 -4.69 1.39
52 C -4.88 -6.03 4.59
53 C -7.78 0.92 0.91
54 C 5.40 4.65 -6.99
55 C 2.17 -2.98 -4.00
56 C -8.67 -1.91 -1.42
57 C -3.36 2.99 -1.36
58 C -0.65 1.45 3.56
59 C 3.02 -3.06 -0.89
60 C 4.74 2.86 -2.15
61 C 2.98 -0.79 3.05
62 C -4.42 2.53 0.67
63 H -0.60 1.27 2.49
64 H 6.26 4.42 -3.49
65 H 4.12 -5.53 -1.42
66 H -8.37 -7.34 3.06
67 H 1.48 -2.26 2.83
68 H 1.32 -2.32 -1.29
69 H 4.68 -2.98 -2.29
70 H -0.69 -3.75 -5.30
71 H 4.61 5.40 -6.94
72 H 0.79 1.49 -2.51
73 H 4.33 5.93 -4.49
74 H 3.53 -1.49 -3.11
75 H -0.40 7.28 1.24
76 H 7.29 6.20 -5.07
77 H -0.96 6.77 -0.33
78 H -1.15 4.57 3.31
79 H -8.39 1.53 0.26
80 H -7.78 -1.33 0.95
81 H 3.05 3.45 2.49
82 H 4.96 -0.20 1.90
83 H -1.14 3.46 1.93
84 H -7.76 -8.44 1.85
85 H -3.29 2.55 -2.35
86 H 0.72 -4.05 -6.06
87 H 5.38 7.12 -3.78
88 H -4.83 -5.45 5.52
89 H -3.76 3.99 -1.48
90 H 6.76 0.57 -3.16
91 H 3.45 5.32 0.28
92 H -1.38 -3.95 3.89
93 H -2.26 -6.67 4.54
94 H -9.28 -1.81 -2.32
95 H 3.78 5.33 2.11
96 H -4.69 -7.03 4.97
97 H -6.39 -5.23 3.21
98 H -1.65 1.20 3.92
99 H 0.40 0.50 5.17
100 H 0.00 -5.65 1.39
101 H 6.10 4.93 -7.78
102 H -9.36 -2.36 -0.70
103 H -5.98 0.49 1.26
104 H 2.17 7.00 1.48
105 H 1.42 5.93 2.38
106 H 3.89 3.89 -3.73
107 H -6.40 3.20 0.52
108 H -4.14 3.57 0.84
109 H 4.96 3.66 -7.07
110 H 3.80 2.32 -2.16
111 H 5.71 -4.99 -2.32
112 H -7.15 -6.13 4.53
113 H 1.53 1.08 3.91
114 H 5.81 -6.07 -1.04
115 H -2.35 3.48 3.29
116 H -7.85 -2.60 -1.62
117 H 0.46 -4.97 -4.59
118 H 4.20 1.24 0.95
119 H 6.08 0.74 -1.55
120 H 1.38 3.64 -0.97
121 H -9.36 -0.54 0.70
122 H 5.06 2.82 -1.11
123 H 1.60 -1.82 4.48
124 H -0.07 -0.59 2.55
125 H 3.35 0.00 3.70
126 H -0.69 -4.38 0.35
127 H -0.52 -5.46 3.69
128 H -7.97 1.23 1.94
129 H -2.61 -5.40 5.48
130 H 2.06 -0.81 -3.24
131 H 0.14 -3.93 1.77
132 H 0.84 3.50 1.61
133 H -2.39 3.04 -0.85
134 H -0.97 5.63 1.04
135 H 5.04 -2.03 -1.02
136 H 3.69 -1.63 3.11
137 H -3.80 1.93 1.32
138 H -0.84 1.08 -2.36
139 H 2.21 2.15 -0.74
140 H 2.86 -2.78 0.15
141 H 2.67 -4.09 -0.97
142 H -7.35 -8.71 3.55
143 H -6.09 2.43 2.11
144 H -4.06 -4.57 3.64
145 H 1.56 1.93 1.60
146 H 6.13 6.72 -6.04
147 H 4.53 -0.29 0.26
148 H -0.25 2.85 -2.37
149 H 3.78 4.77 -2.17
150 H 4.96 0.26 -2.85
151 H 2.59 -2.75 -4.98
152 H 2.75 -3.80 -3.57



Density functional theory data (wB97M-V/def2-TZVPD) for 6 unconnected molecules or ions with the total composition C36H90N6O12 at a distorted geometry.

The multiplicity is 2. The calculation puts the electronic energy at -72287.5441 eV. The calculation puts the energy relative to the best compared isomer or geometry (same formula, charge and spin) at 0.0 kJ/mol. Its charge is -1. The calculation puts the LUMO energy (spin up / spin down) at 0.076 / 0.075 Eh.

Cartesian coordinates (Å):
1 O -3.59 7.15 -1.33
2 O -1.96 1.56 1.73
3 O -1.16 -0.20 6.97
4 O 1.43 -7.13 -0.79
5 O -0.80 0.47 12.27
6 O -5.27 -1.27 -3.25
7 O -2.32 -2.69 0.82
8 O 0.70 10.54 -0.64
9 O 2.99 -1.89 1.16
10 O 3.50 -2.56 -10.30
11 O 1.13 0.71 -1.12
12 O 2.93 -3.19 -4.64
13 N 3.45 -4.56 1.14
14 N -0.59 -1.28 10.02
15 N 2.36 -2.88 -7.60
16 N -1.25 2.59 -0.97
17 N -0.50 7.75 -1.45
18 N -2.81 -0.39 -1.96
19 C 0.93 -8.04 0.10
20 C -2.83 -1.14 -3.25
21 C 2.24 -0.65 1.26
22 C -5.70 -0.63 -4.42
23 C -0.10 2.66 -1.88
24 C -0.43 -1.22 7.57
25 C -0.99 3.27 0.32
26 C -1.28 6.47 -1.25
27 C 0.50 10.82 0.68
28 C -1.45 -3.69 1.31
29 C 1.22 2.12 -1.42
30 C -0.72 2.22 1.42
31 C 2.96 -2.50 -0.11
32 C -3.00 -1.15 -0.76
33 C 0.66 8.00 -0.57
34 C 2.28 -5.32 0.86
35 C 3.92 -3.68 0.08
36 C -1.83 -2.01 -0.31
37 C 3.96 -1.98 -11.55
38 C 1.47 9.32 -0.93
39 C -1.22 -1.70 8.75
40 C -1.45 -1.54 11.07
41 C -4.04 6.90 -0.05
42 C -4.08 -1.99 -3.54
43 C 1.62 -2.71 -8.76
44 C 2.24 -4.22 -5.46
45 C 2.49 -6.32 -0.30
46 C 3.53 -3.66 -3.43
47 C 1.36 -0.06 -2.28
48 C -0.18 1.19 13.37
49 C 1.39 -3.55 -6.61
50 C -0.80 -0.96 12.36
51 C 2.37 -1.83 -9.78
52 C -0.51 0.42 5.94
53 C -2.66 6.32 -1.87
54 C -1.95 0.34 2.53
55 H 1.38 -4.70 0.92
56 H 4.22 -4.49 -3.55
57 H 0.88 1.00 13.19
58 H 0.53 0.04 -2.98
59 H 1.66 -8.85 0.16
60 H -1.71 -2.57 11.33
61 H -0.25 2.28 13.31
62 H 1.44 -1.13 -2.08
63 H -4.93 0.11 -4.63
64 H -0.36 2.70 2.34
65 H -1.90 3.76 0.65
66 H -3.97 -2.43 -4.53
67 H -2.35 -0.98 10.81
68 H -4.10 -2.86 -2.88
69 H -0.23 11.59 0.91
70 H 2.47 9.34 -0.49
71 H -1.49 1.61 -0.90
72 H -1.27 -1.23 13.31
73 H -1.88 -1.68 -3.32
74 H 3.24 -3.91 1.88
75 H 2.87 -0.91 -9.47
76 H 4.81 -3.27 0.54
77 H 0.80 -7.62 1.09
78 H -1.49 -2.66 -1.12
79 H -0.83 -4.08 0.49
80 H -1.13 8.53 -1.50
81 H 2.36 -0.37 2.30
82 H 3.11 -3.54 -7.72
83 H 0.11 1.55 1.17
84 H -3.66 0.17 -2.01
85 H 3.14 -2.15 -12.25
86 H -1.04 -2.77 8.93
87 H -0.25 2.23 -2.87
88 H -2.84 -0.05 3.02
89 H 1.57 2.67 -0.55
90 H 2.79 -5.72 -1.16
91 H -2.70 6.48 -2.95
92 H 1.16 -0.68 1.13
93 H -0.96 -1.40 -0.05
94 H -3.86 -1.82 -0.80
95 H 0.60 -0.90 7.74
96 H -2.97 5.31 -1.63
97 H -0.08 3.74 -2.06
98 H -0.16 3.94 0.08
99 H 2.22 -5.91 1.77
100 H 0.74 -2.09 -8.55
101 H -0.46 0.82 14.36
102 H 1.56 -4.80 -4.84
103 H 4.12 -2.80 -3.14
104 H 1.27 -3.65 -9.19
105 H 0.67 -2.87 -6.15
106 H -3.28 6.42 0.57
107 H 0.39 0.98 6.19
108 H 1.68 -1.57 -10.57
109 H 0.23 9.90 1.20
110 H -5.88 -1.34 -5.23
111 H -3.23 -0.53 0.11
112 H 1.33 7.15 -0.63
113 H 3.43 -1.89 -0.88
114 H 1.43 11.02 1.21
115 H 0.03 -8.49 -0.33
116 H 1.92 2.39 -2.21
117 H 2.08 -2.96 -0.55
118 H -1.44 -0.54 2.16
119 H 0.25 -1.23 12.44
120 H -4.45 7.83 0.33
121 H -0.41 -1.97 6.78
122 H 2.78 -3.65 -2.63
123 H 2.70 0.07 0.58
124 H -0.80 -0.29 9.93
125 H -6.71 -0.21 -4.38
126 H -4.81 6.13 -0.06
127 H 0.37 8.03 0.48
128 H -1.28 6.39 -0.17
129 H 4.24 -4.20 -0.82
130 H -0.34 -0.27 5.11
131 H -0.69 5.65 -1.67
132 H 1.58 9.32 -2.02
133 H 0.79 -4.30 -7.11
134 H 2.17 0.26 -2.93
135 H 2.95 -4.91 -5.92
136 H -2.26 -1.39 8.71
137 H 3.35 -6.97 -0.15
138 H -1.23 1.11 5.51
139 H -0.66 -3.45 2.02
140 H 4.04 -0.92 -11.33
141 H -2.14 -4.48 1.60
142 H -2.69 -0.47 -4.10
143 H -1.35 0.60 3.41
144 H 4.88 -2.48 -11.87



Density functional theory data (wB97M-V/def2-TZVPD) for 7 unconnected molecules or ions with the total composition C36H92N6O13 at a distorted geometry.

The calculation puts the electronic energy at -74366.1397 eV. The calculation puts the energy relative to the best compared isomer or geometry (same formula, charge and spin) at 877.9 kJ/mol. Its charge is 0. The calculation puts the LUMO energy at 0.013 Eh. Its SMILES is COCCNCCOC.COCCNCCOC.COCCNCCOC.COCCNCCOC.COCCNCCOC.COCCNCCOC.O.

Cartesian coordinates (Å):
1 O -2.22 2.34 0.15
2 O -10.94 -3.55 11.88
3 O 4.98 8.36 5.40
4 O 2.55 -7.79 -1.61
5 O 1.49 4.09 4.66
6 O -0.02 -3.59 -8.89
7 O 7.22 1.01 -3.10
8 O -5.07 9.27 2.99
9 O -2.25 7.51 -0.67
10 O 9.20 -2.89 -7.12
11 O -4.59 -2.89 -6.59
12 O 4.57 -13.05 -4.92
13 O -8.54 0.26 7.41
14 N -1.99 -2.10 -7.16
15 N 2.91 6.35 3.72
16 N -2.31 9.41 1.44
17 N 3.93 -10.81 -2.98
18 N 8.91 0.24 -5.42
19 N -8.59 -1.86 9.53
20 C -1.62 6.97 -1.83
21 C 5.01 -14.33 -5.26
22 C 1.11 5.43 4.96
23 C -0.82 -1.46 -7.80
24 C 0.03 -3.34 -10.34
25 C -8.32 0.59 6.11
26 C -3.85 -2.20 -5.50
27 C 8.82 -2.02 -6.05
28 C 6.07 0.32 -2.85
29 C -5.61 -3.63 -6.00
30 C -2.83 -1.26 -6.21
31 C 4.51 8.26 4.05
32 C 2.57 -9.20 -1.96
33 C 1.75 3.25 5.81
34 C 5.12 -10.93 -3.91
35 C 4.96 9.63 5.98
36 C -9.29 -2.11 10.82
37 C 4.26 6.83 3.60
38 C 2.49 6.19 5.10
39 C 0.36 -2.43 -8.02
40 C 8.64 -4.19 -6.87
41 C 7.29 1.72 -4.37
42 C -7.47 -0.21 8.18
43 C 5.61 -12.29 -4.27
44 C 9.45 -0.69 -6.38
45 C 1.37 -7.34 -0.96
46 C -10.02 -3.43 10.74
47 C -2.75 10.18 2.58
48 C -6.03 8.66 3.89
49 C -3.07 8.58 -0.91
50 C 3.80 -9.36 -2.73
51 C 7.67 0.84 -5.61
52 C -3.72 9.40 3.56
53 C -11.52 -4.86 12.19
54 C -3.42 8.97 0.59
55 C -7.97 -0.56 9.56
56 H -1.83 -3.04 -6.81
57 H 1.26 -6.27 -1.16
58 H -2.62 9.41 -1.47
59 H 1.29 -7.55 0.10
60 H 5.89 -12.70 -3.30
61 H 5.94 -0.56 -3.47
62 H 7.74 -1.91 -6.11
63 H 6.52 -12.11 -4.86
64 H 7.90 1.52 -6.43
65 H -3.69 9.87 4.55
66 H 5.37 8.59 3.48
67 H -7.94 -0.26 5.55
68 H -7.69 1.46 5.94
69 H -4.00 8.26 -1.37
70 H -3.29 8.40 3.70
71 H 1.66 -9.46 -2.51
72 H -0.74 -2.62 -10.61
73 H -5.80 7.67 4.29
74 H 0.49 5.85 4.16
75 H 6.43 2.37 -4.51
76 H 4.63 -8.96 -2.14
77 H 9.01 -0.07 -4.47
78 H -6.67 0.54 8.24
79 H -8.46 -2.00 11.52
80 H -9.28 0.92 5.70
81 H -7.16 -0.74 10.26
82 H -1.05 -1.01 -8.76
83 H 8.08 2.46 -4.23
84 H -6.51 -3.04 -5.81
85 H 2.48 2.48 5.53
86 H 0.42 -7.76 -1.30
87 H -12.35 -4.60 12.84
88 H 9.05 -4.69 -5.99
89 H -10.50 -3.37 9.76
90 H 4.96 6.13 4.07
91 H -2.21 6.94 -2.75
92 H -3.71 8.14 1.23
93 H -9.13 -1.93 8.67
94 H 4.43 6.87 2.53
95 H 2.38 7.12 5.64
96 H -1.93 10.65 3.12
97 H 3.36 5.70 5.54
98 H 5.87 -0.06 -1.84
99 H 4.27 -14.90 -5.84
100 H -10.83 -5.48 12.76
101 H -3.30 -2.80 -4.77
102 H 5.29 -14.95 -4.42
103 H -3.27 -0.45 -6.79
104 H -7.00 8.68 3.40
105 H 5.76 10.28 5.63
106 H -6.09 9.26 4.79
107 H -2.14 3.29 0.05
108 H 5.99 -10.34 -3.63
109 H -0.24 -4.22 -10.92
110 H 0.89 -2.75 -10.68
111 H 9.28 -0.41 -7.42
112 H 4.03 10.16 5.79
113 H -10.10 -1.41 11.01
114 H 6.87 0.19 -5.95
115 H 3.45 -8.79 -3.60
116 H -0.63 7.40 -1.99
117 H -5.99 -4.30 -6.77
118 H 8.99 -2.24 -4.99
119 H -4.52 -1.53 -4.96
120 H 2.23 3.65 6.70
121 H -5.31 -4.07 -5.05
122 H 2.74 5.45 3.30
123 H -3.18 11.16 2.38
124 H -8.78 0.02 9.99
125 H 0.65 -2.75 -7.01
126 H -11.85 -5.50 11.37
127 H 5.32 1.03 -3.19
128 H -1.69 8.64 1.67
129 H 8.91 -4.81 -7.73
130 H -4.25 9.66 0.71
131 H -6.93 -1.03 7.72
132 H -1.64 5.94 -1.49
133 H -9.20 -4.14 10.69
134 H 0.77 5.58 5.99
135 H 5.08 9.56 7.06
136 H 10.53 -0.82 -6.24
137 H 1.28 -1.91 -8.27
138 H -1.55 2.12 0.80
139 H 7.58 -4.30 -7.10
140 H 0.80 2.80 6.09
141 H -2.12 -0.78 -5.54
142 H 2.66 -9.80 -1.05
143 H 3.15 -11.10 -3.56
144 H -0.54 -0.59 -7.21
145 H 3.79 9.05 3.85
146 H 4.60 -10.41 -4.71
147 H 5.79 -14.22 -6.01



Among the records above, which one has the highest electronic energy?
C36H90N6O12